Record 1
{"formula": "C30H60P2Si2Zr", "method": "wB97M-V/def2-TZVPD", "symbols": ["Zr", "C", "C", "C", "C", "C", "C", "H", "H", "H", "C", "H", "H", "H", "C", "H", "H", "H", "C", "H", "H", "H", "C", "H", "H", "H", "C", "C", "C", "C", "C", "C", "C", "C", "H", "H", "H", "H", "H", "H", "H", "H", "H", "H", "H", "H", "P", "C", "C", "P", "C", "C", "C", "H", "H", "H", "H", "H", "H", "H", "H", "H", "H", "H", "H", "H", "H", "C", "Si", "C", "C", "C", "Si", "C", "C", "C", "H", "H", "H", "H", "H", "H", "H", "H", "H", "H", "H", "H", "H", "H", "H", "H", "H", "H", "H"], "xyz": [[0.41975, 0.47494, 1.43808], [2.10374, 2.23576, 2.19728], [0.91483, 3.00167, 2.00195], [0.44575, 1.41017, 3.61268], [1.83343, 1.25235, 3.20050], [-0.12660, 2.45038, 2.81261], [3.41273, 2.50153, 1.55866], [3.28950, 3.02437, 0.60616], [3.95079, 1.57044, 1.37743], [4.03081, 3.13325, 2.20935], [2.78822, 0.26655, 3.74692], [3.73326, 0.27344, 3.19304], [2.36679, -0.75111, 3.72345], [3.03382, 0.49260, 4.79739], [-0.23136, 0.65412, 4.69159], [-0.00610, 1.07358, 5.67939], [0.08175, -0.39756, 4.69059], [-1.32534, 0.69482, 4.57946], [-1.50070, 2.99200, 2.92234], [-1.57180, 3.67454, 3.77986], [-2.22861, 2.19042, 3.06636], [-1.78014, 3.55680, 2.02921], [0.79049, 4.22505, 1.16418], [0.95417, 5.13242, 1.77006], [-0.21519, 4.30053, 0.72287], [1.52840, 4.23485, 0.35001], [0.71404, -0.16056, -5.80262], [1.21729, 1.06085, -5.71001], [0.63397, 2.31026, -6.32318], [-0.88937, 2.27915, -6.60848], [-1.77581, 1.99230, -5.42459], [-2.15016, 0.81203, -4.93466], [-1.83296, -0.53347, -5.53370], [-0.57993, -0.59430, -6.44330], [1.14784, 2.49847, -7.27861], [-1.08407, 1.61827, -7.45917], [0.84612, 3.18140, -5.68549], [-0.78948, -0.06701, -7.37991], [1.30581, -1.00254, -5.40756], [2.21881, 1.19192, -5.26253], [-0.45238, -1.65230, -6.71939], [-1.71987, -1.28354, -4.73762], [-2.86206, 0.79086, -4.09252], [-2.69784, -0.85491, -6.13525], [-1.15561, 3.29066, -6.95344], [-2.17521, 2.90212, -4.94983], [1.36201, 0.42860, -1.08214], [2.52299, -0.89188, -1.55798], [1.76819, 1.85719, -2.14288], [-1.53614, 0.76600, -0.34078], [-0.39791, 0.04767, -1.70040], [-2.13698, 2.31616, -1.10422], [-2.99594, -0.30950, -0.21945], [2.39209, -1.76148, -0.90010], [3.53704, -0.48025, -1.42977], [2.38884, -1.17703, -2.60711], [1.60541, 1.63549, -3.20851], [2.82783, 2.08600, -1.99406], [1.15144, 2.72230, -1.86107], [-3.47473, -0.43361, -1.19722], [-3.69987, 0.20969, 0.45212], [-2.74148, -1.28392, 0.21993], [-0.55717, -1.02831, -1.81535], [-0.58447, 0.55822, -2.66463], [-2.91573, 2.71906, -0.44550], [-2.58198, 2.14442, -2.09390], [-1.32790, 3.05786, -1.21144], [0.79648, -4.40413, 0.81362], [1.18460, -3.03009, 2.07266], [1.38062, -3.68885, 3.84642], [2.99172, -2.62112, 1.63897], [-0.23424, -1.69090, 1.97908], [-1.73741, -2.33191, 3.07212], [-1.49721, -2.43930, 4.94416], [-3.30354, -1.26764, 3.00090], [-2.23699, -4.05940, 2.44442], [1.49866, -5.24253, 0.93189], [0.89353, -4.02647, -0.21323], [-0.21717, -4.80117, 0.91494], [2.26158, -4.34738, 3.88411], [1.56003, -2.86226, 4.54905], [0.53328, -4.27898, 4.21212], [3.18963, -2.66669, 0.56151], [3.37393, -1.66530, 2.01851], [3.61827, -3.40985, 2.08070], [-0.73285, -1.93645, 1.03024], [-1.56629, -1.45083, 5.41133], [-2.34970, -3.02932, 5.31161], [-0.57969, -2.91743, 5.29444], [-3.88251, -1.43334, 2.08389], [-3.93914, -1.59388, 3.83591], [-3.12539, -0.19090, 3.13207], [-2.40572, -4.05385, 1.36042], [-1.51148, -4.84933, 2.67744], [-3.18006, -4.34091, 2.93558]], "total_energy_ev": -67684.4776, "charge": 2}

=====

Record 2
{"formula": "C30H61FNO5", "method": "wB97M-V/def2-TZVPD", "symbols": ["C", "C", "C", "C", "C", "C", "C", "C", "N", "C", "C", "F", "H", "H", "H", "H", "H", "H", "H", "H", "H", "H", "H", "H", "H", "H", "H", "H", "H", "H", "H", "H", "H", "C", "C", "C", "O", "C", "H", "H", "H", "H", "H", "H", "H", "H", "C", "C", "C", "O", "C", "H", "H", "H", "H", "H", "H", "H", "H", "C", "C", "C", "O", "C", "H", "H", "H", "H", "H", "H", "H", "H", "C", "C", "C", "O", "C", "H", "H", "H", "H", "H", "H", "H", "H", "C", "C", "C", "O", "C", "H", "H", "H", "H", "H", "H", "H", "H"], "xyz": [[1.66626, -1.29504, 2.43543], [1.90633, 0.16299, 1.98684], [0.93741, 0.68580, 0.90697], [0.21135, 1.98947, 1.23537], [-0.65137, 1.99708, 2.51379], [-1.30225, 0.66289, 2.93143], [-2.20492, -0.03617, 1.89316], [-2.84928, 0.85480, 0.84319], [-3.92000, -0.04625, 0.22915], [-4.27810, -1.09613, 1.25835], [-3.40788, -0.76258, 2.47455], [-3.04828, -1.94461, 3.10791], [2.58276, -1.88339, 2.35927], [0.91412, -1.79131, 1.81241], [1.32846, -1.37345, 3.47177], [1.89334, 0.82076, 2.86110], [2.91708, 0.19758, 1.57819], [0.22768, -0.10225, 0.64122], [1.51815, 0.85896, -0.00144], [0.95912, 2.78458, 1.31141], [-0.42241, 2.27923, 0.39723], [-1.44518, 2.74320, 2.39271], [-0.05457, 2.34730, 3.35851], [-0.53646, -0.04697, 3.24129], [-1.91020, 0.85596, 3.82116], [-1.64273, -0.81977, 1.37009], [-2.18027, 1.18134, 0.05802], [-3.36407, 1.71669, 1.26229], [-4.73664, 0.49365, -0.04929], [-3.56042, -0.48412, -0.61741], [-3.99081, -2.07859, 0.88640], [-5.34995, -1.08775, 1.43360], [-3.94538, -0.15392, 3.20981], [2.49524, -2.70386, -2.04159], [3.83853, -2.51234, -1.33571], [4.17986, -1.07109, -1.69350], [2.92644, -0.38718, -1.80470], [1.86419, -1.33647, -1.83514], [1.89094, -3.49882, -1.61001], [2.64672, -2.90731, -3.10410], [3.70832, -2.61003, -0.25481], [4.60358, -3.21917, -1.65295], [4.70709, -1.01174, -2.65094], [4.77781, -0.56667, -0.93356], [1.34658, -1.31600, -0.87090], [1.15845, -1.04800, -2.61810], [-4.18186, 5.20773, -0.67531], [-2.98530, 6.10210, -0.35520], [-2.07619, 5.14335, 0.40038], [-2.31853, 3.84508, -0.16487], [-3.49506, 3.88305, -0.97808], [-4.78566, 5.56294, -1.50824], [-4.82799, 5.11712, 0.20067], [-2.50362, 6.43568, -1.27571], [-3.24489, 6.98043, 0.23227], [-2.31417, 5.12294, 1.46903], [-1.01733, 5.37275, 0.28587], [-3.20552, 3.80174, -2.02790], [-4.12296, 3.01560, -0.73694], [-0.98449, -6.44199, -0.05626], [-0.48344, -6.28768, 1.37904], [0.86893, -5.62314, 1.15936], [0.72742, -4.81854, -0.01774], [-0.48275, -5.15246, -0.69311], [-2.06455, -6.55783, -0.13384], [-0.51462, -7.30449, -0.53162], [-1.14490, -5.62823, 1.94538], [-0.40293, -7.23084, 1.91629], [1.65463, -6.36528, 0.99059], [1.17308, -4.97775, 1.98401], [-1.20827, -4.33825, -0.55731], [-0.27451, -5.24952, -1.75977], [7.00968, -1.27684, 2.98627], [6.04326, -0.90238, 4.10893], [5.26979, 0.24577, 3.47377], [5.21995, -0.03598, 2.07311], [6.13190, -1.09137, 1.75596], [7.40588, -2.28755, 3.06872], [7.84971, -0.58053, 2.96178], [5.37448, -1.73757, 4.32795], [6.53938, -0.61094, 5.03316], [5.77736, 1.20294, 3.62958], [4.24759, 0.33289, 3.84674], [5.56433, -2.00263, 1.53342], [6.69381, -0.80903, 0.86476], [-3.35818, 2.54456, -6.63742], [-2.16210, 3.41235, -6.24922], [-2.42149, 3.64455, -4.76768], [-3.09089, 2.46993, -4.29058], [-3.51271, 1.66961, -5.40137], [-3.19855, 1.96254, -7.54313], [-4.24614, 3.16300, -6.77994], [-1.23062, 2.86149, -6.39001], [-2.09755, 4.34183, -6.81168], [-3.07228, 4.51219, -4.61097], [-1.50819, 3.78552, -4.18791], [-2.87627, 0.78071, -5.46513], [-4.54125, 1.34917, -5.22854]], "total_energy_ev": -46536.5246, "charge": 1}

=====

Record 3
{"formula": "C30H61IO10Si2", "method": "wB97M-V/def2-TZVPD", "symbols": ["C", "C", "C", "O", "O", "C", "C", "C", "C", "C", "C", "Si", "O", "Si", "I", "H", "H", "H", "H", "H", "H", "H", "H", "H", "H", "H", "H", "H", "H", "H", "H", "H", "H", "H", "C", "C", "O", "C", "H", "H", "H", "H", "H", "H", "C", "C", "O", "C", "H", "H", "H", "H", "H", "H", "C", "C", "O", "C", "H", "H", "H", "H", "H", "H", "C", "C", "O", "C", "H", "H", "H", "H", "H", "H", "C", "C", "O", "C", "H", "H", "H", "H", "H", "H", "C", "C", "O", "C", "H", "H", "H", "H", "H", "H", "C", "C", "O", "C", "H", "H", "H", "H", "H", "H"], "xyz": [[8.03485, 0.02189, 3.65824], [7.60165, -0.45775, 2.45648], [6.62391, 0.37391, 1.74044], [6.67330, 0.52263, 0.55004], [5.70471, 1.00147, 2.52912], [4.45065, 1.03521, 1.82316], [3.26220, 1.33156, 2.73703], [2.21816, 2.10919, 1.94615], [0.94570, 2.39579, 2.72304], [-0.02673, 1.20616, 2.77920], [-1.07862, 1.29372, 1.64371], [-2.05470, -0.28651, 1.40555], [-1.29953, -1.63993, 2.05740], [-1.95954, -2.40586, 3.35484], [-1.37022, -1.31118, 5.47163], [9.07370, 0.24583, 3.86847], [7.27241, 0.24998, 4.39595], [7.89994, -1.40970, 2.03593], [4.49800, 1.83193, 1.07978], [4.26564, 0.11275, 1.27562], [3.63622, 1.90083, 3.58895], [2.88249, 0.37549, 3.09951], [2.68429, 3.05773, 1.66742], [2.02963, 1.58489, 1.00482], [0.41744, 3.23591, 2.26711], [1.16921, 2.70417, 3.74591], [-0.57474, 1.27530, 3.71683], [0.48377, 0.24570, 2.71877], [-1.76470, 2.08860, 1.93759], [-0.59781, 1.60832, 0.71612], [-3.44298, -0.15343, 1.87165], [-2.11523, -0.52663, -0.05633], [-1.34732, -3.74003, 3.42741], [-3.42189, -2.51538, 3.23492], [3.76847, -4.21823, -0.68266], [4.51336, -2.91565, -0.51358], [4.52335, -2.32515, 0.54212], [5.24515, -2.38387, -1.71793], [3.28856, -4.48615, 0.25598], [3.00587, -4.11460, -1.45573], [4.46211, -5.01037, -0.96867], [4.54277, -2.20578, -2.53386], [6.00167, -3.09797, -2.05038], [5.73381, -1.44592, -1.45909], [-6.36107, 3.55739, 1.63232], [-5.44907, 2.43990, 2.05988], [-4.25440, 2.61155, 2.18393], [-6.10484, 1.10727, 2.32192], [-5.77849, 4.46337, 1.47399], [-6.86091, 3.28740, 0.70152], [-7.10986, 3.74575, 2.40330], [-6.60112, 0.75499, 1.41626], [-6.84378, 1.20977, 3.11776], [-5.35728, 0.38041, 2.62616], [-7.69152, 2.89297, -2.74556], [-8.79034, 3.00003, -1.71567], [-8.62515, 2.61887, -0.57762], [-10.09402, 3.60253, -2.16950], [-6.80981, 2.44495, -2.29255], [-8.01967, 2.26887, -3.57812], [-7.43309, 3.88428, -3.12030], [-10.51954, 3.00636, -2.97809], [-9.93870, 4.62085, -2.52023], [-10.79292, 3.62234, -1.33754], [9.38074, -3.60021, -1.75004], [8.79359, -4.63694, -2.67982], [7.86591, -4.37437, -3.40917], [9.41838, -6.01040, -2.65394], [8.84413, -2.66108, -1.86564], [9.29371, -3.93389, -0.71457], [10.43344, -3.43895, -1.98676], [9.33077, -6.44099, -1.65478], [10.47230, -5.94735, -2.92857], [8.90983, -6.65850, -3.36272], [9.98526, -11.40257, -2.12037], [10.57656, -10.06646, -2.50173], [10.13032, -9.41420, -3.41472], [11.75343, -9.58429, -1.68623], [9.15178, -11.63008, -2.78031], [10.73841, -12.18624, -2.21483], [9.62633, -11.37333, -1.09043], [12.57854, -10.29380, -1.76300], [11.46646, -9.48125, -0.63852], [12.08128, -8.61766, -2.06140], [-14.34789, 6.45518, -3.58220], [-13.43231, 5.34090, -3.13636], [-12.24486, 5.51472, -2.99624], [-14.07130, 3.99784, -2.87315], [-13.76653, 7.36094, -3.73581], [-14.83922, 6.18434, -4.51793], [-15.10639, 6.64375, -2.82101], [-14.55140, 3.62753, -3.78016], [-14.81854, 4.08713, -2.08339], [-13.30902, 3.28809, -2.56038], [-2.52166, 6.96909, 1.30338], [-3.18928, 6.02041, 0.33612], [-4.18107, 6.33955, -0.27803], [-2.56092, 4.66040, 0.17869], [-3.06938, 7.90835, 1.32574], [-2.51464, 6.53598, 2.30485], [-1.49488, 7.16284, 0.98922], [-2.56374, 4.14063, 1.13665], [-1.53578, 4.75810, -0.18493], [-3.13581, 4.07814, -0.53797]], "total_energy_ev": -76430.7364}

=====

Record 4
{"formula": "C30H61N3O14P", "method": "wB97M-V/def2-TZVPD", "symbols": ["N", "C", "O", "C", "C", "N", "C", "C", "N", "C", "P", "O", "H", "H", "H", "H", "H", "H", "H", "H", "H", "H", "H", "H", "H", "O", "C", "O", "C", "C", "C", "H", "H", "H", "H", "H", "H", "H", "H", "O", "C", "O", "C", "C", "C", "H", "H", "H", "H", "H", "H", "H", "H", "O", "C", "O", "C", "C", "C", "H", "H", "H", "H", "H", "H", "H", "H", "O", "C", "O", "C", "C", "C", "H", "H", "H", "H", "H", "H", "H", "H", "O", "C", "O", "C", "C", "C", "H", "H", "H", "H", "H", "H", "H", "H", "O", "C", "O", "C", "C", "C", "H", "H", "H", "H", "H", "H", "H", "H"], "xyz": [[-6.39868, 1.83036, -4.79816], [-7.27278, 1.42143, -5.69498], [-8.03715, 0.85526, -6.81594], [-7.90295, -0.60613, -6.91101], [-6.35068, -1.15424, -6.97973], [-5.39776, -0.26278, -7.74463], [-5.75099, -1.60838, -5.48580], [-6.88348, -2.28084, -4.51003], [-8.18326, -1.48564, -4.41393], [-8.82437, -1.42750, -5.78162], [-10.66695, -0.86489, -5.77308], [-11.48180, -1.55815, -4.56662], [-8.39194, -0.91078, -7.95711], [-6.40185, -2.17746, -7.59344], [-5.87492, 0.52414, -8.23563], [-4.98706, -0.84487, -8.53572], [-4.91288, -2.43713, -5.67196], [-5.27836, -0.66120, -4.98544], [-6.47171, -2.35911, -3.39845], [-7.20087, -3.38241, -4.82659], [-8.82774, -2.07591, -3.80668], [-8.09035, -0.57016, -3.92254], [-8.84445, -2.55104, -6.18407], [-10.82002, 0.57354, -5.76414], [-11.27559, -1.42366, -6.98859], [-1.42056, 2.91390, -8.60003], [-1.67676, 3.23080, -7.44246], [-2.56078, 2.50665, -6.71598], [-2.79271, 2.67723, -5.30562], [-3.79941, 3.78232, -5.05249], [-1.08939, 4.47225, -6.83963], [-1.85204, 2.83050, -4.76808], [-3.20354, 1.72884, -4.94289], [-3.43722, 4.74795, -5.41474], [-4.01299, 3.87173, -3.98374], [-4.73422, 3.57649, -5.58371], [-1.68431, 5.33568, -7.14728], [-0.06578, 4.58611, -7.21213], [-1.01553, 4.44532, -5.75417], [-3.70530, -2.63285, -3.22455], [-2.68646, -1.95164, -3.16170], [-1.82767, -1.90945, -4.20782], [-0.71015, -1.00810, -4.31141], [0.50483, -1.56823, -3.59810], [-2.32554, -1.22694, -1.89910], [-0.97976, -0.00593, -3.96460], [-0.48648, -0.91438, -5.37958], [0.32102, -1.69464, -2.52802], [1.36577, -0.90611, -3.72542], [0.75790, -2.55709, -3.99376], [-1.83386, -1.92281, -1.21492], [-3.24723, -0.85595, -1.43828], [-1.69232, -0.35551, -2.05415], [3.27678, -0.59807, -2.73086], [3.84556, -1.47549, -2.08848], [4.86799, -2.17141, -2.63986], [5.71721, -3.08371, -1.91976], [5.08885, -4.46136, -1.84231], [3.36532, -1.85688, -0.71972], [5.98050, -2.68284, -0.93626], [6.65243, -3.14822, -2.48633], [4.14132, -4.44192, -1.29765], [5.76110, -5.16401, -1.34209], [4.86797, -4.83745, -2.84639], [2.52618, -2.55031, -0.81503], [3.02930, -0.94966, -0.20635], [4.13425, -2.29588, -0.08692], [7.27944, -2.15235, 0.45768], [7.02324, -1.83544, 1.61525], [6.13922, -2.55960, 2.34173], [5.90729, -2.38901, 3.75209], [4.90059, -1.28393, 4.00522], [7.61061, -0.59399, 2.21808], [6.84796, -2.23574, 4.28963], [5.49646, -3.33741, 4.11482], [5.26278, -0.31830, 3.64296], [4.68701, -1.19452, 5.07397], [3.96578, -1.48975, 3.47400], [7.01569, 0.26943, 1.91043], [8.63422, -0.48013, 1.84558], [7.68447, -0.62092, 3.30354], [4.16561, 0.43903, 6.47207], [3.58103, 0.06422, 7.48392], [4.27574, -0.47468, 8.51379], [3.71897, -0.77309, 9.80723], [3.05364, -2.13546, 9.80879], [2.08412, 0.11037, 7.56595], [3.04917, 0.02529, 10.14077], [4.55883, -0.78412, 10.51031], [2.21685, -2.17593, 9.10666], [2.68002, -2.38077, 10.80682], [3.76421, -2.90794, 9.49768], [1.67101, -0.77126, 7.06981], [1.73759, 1.01224, 7.05015], [1.69797, 0.17487, 8.58140], [2.11365, 2.29192, 8.58934], [2.78341, 3.25145, 8.95913], [2.75316, 3.64688, 10.25388], [3.63167, 4.63220, 10.82779], [3.09734, 6.03250, 10.59894], [3.57512, 4.05896, 7.97388], [4.65584, 4.50542, 10.46406], [3.66023, 4.43148, 11.90421], [3.03572, 6.27113, 9.53399], [3.73917, 6.77382, 11.08302], [2.08385, 6.12527, 11.00224], [2.91347, 4.78067, 7.48866], [3.98474, 3.37864, 7.21964], [4.42739, 4.57718, 8.40920]], "total_energy_ev": -74510.9882, "charge": 1}

=====

Which formula does entry 4 have? C30H61N3O14P